1.
The following is a quantum chemistry calculation of a 2-piece molecular cluster, C4H10O2S overall, from OMol25.

Each line ends with the natural charge from an NBO analysis.
Cartesian coordinates (Å):
C  1.032  0.478  1.118  -0.673
C  0.070  0.275  -1.249  -0.452
C  -2.136  0.401  -0.210  -0.002
C  1.083  -0.254  -0.234  0.150
O  -2.488  -0.318  0.852  -0.655
O  2.412  -0.310  -0.696  -0.727
S  0.492  -2.059  0.010  -0.149
H  1.010  1.543  0.875  0.213
H  -0.036  0.489  1.614  0.237
H  1.667  0.147  1.891  0.228
H  -0.390  -0.259  -2.023  0.211
H  -0.091  1.365  -1.214  0.187
H  -2.730  0.344  -1.095  0.157
H  -1.961  1.356  0.191  0.154
H  -2.776  -1.157  0.428  0.478
H  2.972  0.256  -0.163  0.480
H  1.869  -2.296  -0.094  0.162

Calculated values
HOMO-LUMO gap (spin up / spin down)   8.63 / 8.46 eV
Electronic energy   -706.90585 a.u.
Energy above the lowest of the compared OMol25 structures with the same formula, charge and spin   492.4 kJ/mol

---

2.
The following is a quantum chemistry calculation of a 12-piece molecular cluster, H24O12 overall, from OMol25.

Each line ends with the natural charge from an NBO analysis.
Cartesian coordinates (Å):
O  -0.967  1.482  -2.354  -0.536
H  -1.348  1.040  -1.596  0.493
H  -0.143  1.022  -2.511  0.503
O  0.867  -2.005  2.036  -0.982
H  0.119  -2.547  2.288  0.505
H  1.435  -2.595  1.541  0.487
O  1.186  0.020  -3.260  -0.960
H  1.570  -0.711  -2.775  0.490
H  1.929  0.431  -3.703  0.504
O  2.204  1.117  -0.361  -0.987
H  2.375  1.378  0.544  0.519
H  3.072  1.033  -0.755  0.503
O  -2.360  0.406  1.556  -0.868
H  -2.905  0.524  0.778  0.467
H  -1.474  0.288  1.213  0.490
O  -0.215  -3.747  -1.022  -0.934
H  -1.144  -3.650  -0.811  0.483
H  -0.005  -2.971  -1.542  0.448
O  1.131  3.795  1.316  -0.946
H  0.535  4.345  1.825  0.485
H  0.688  2.948  1.262  0.464
O  1.932  3.048  -2.482  -0.694
H  1.542  2.481  -1.818  0.490
H  2.077  3.881  -2.032  0.502
O  -2.703  -2.155  -0.798  -0.953
H  -2.372  -1.479  -1.390  0.467
H  -3.146  -2.781  -1.371  0.493
O  1.360  0.841  3.072  -0.969
H  0.829  0.793  3.867  0.483
H  1.169  0.027  2.606  0.484
O  -0.316  -0.017  0.009  -1.011
H  -0.047  -0.914  0.207  0.514
H  0.479  0.406  -0.316  0.502
O  -2.370  -2.251  2.434  -0.907
H  -2.700  -1.449  2.839  0.491
H  -2.285  -2.034  1.506  0.475

Calculated values
HOMO-LUMO gap (spin up / spin down)   10.62 / 2.46 eV
Electronic energy   -916.87229 a.u.
Spin multiplicity   2
Energy above the lowest of the compared OMol25 structures with the same formula, charge and spin   153.9 kJ/mol
Total charge   +1

---

3.
The following is a quantum chemistry calculation of C32H32N5O3RuS3 as an isolated structure, from OMol25.

Each line ends with the Löwdin charge.
Cartesian coordinates (Å):
Ru  -0.245  -0.127  0.156  1.164
C  -2.765  -2.658  2.891  -0.024
C  -2.003  -2.146  1.701  -0.256
N  -1.202  -1.122  1.792  -0.084
N  -1.244  -0.495  3.050  -0.059
C  -0.463  0.522  3.167  -1.071
S  0.629  1.126  1.986  0.631
S  -0.501  1.287  4.785  0.862
C  1.143  0.708  5.346  -0.429
C  1.181  -0.770  5.592  -0.297
C  0.824  -1.309  6.823  -0.047
C  0.793  -2.682  7.009  -0.085
C  1.113  -3.536  5.962  -0.095
C  1.473  -3.007  4.731  -0.081
C  1.509  -1.632  4.550  -0.056
C  -2.254  -2.808  0.400  -0.118
C  -3.345  -3.683  0.280  -0.048
C  -3.677  -4.285  -0.917  -0.096
C  -2.902  -4.026  -2.046  -0.083
C  -1.802  -3.201  -1.958  -0.014
C  -1.445  -2.597  -0.744  -0.349
O  -0.320  -1.910  -0.701  -0.215
H  -2.547  -2.079  3.778  0.065
H  -2.494  -3.702  3.062  0.098
H  -3.837  -2.626  2.698  0.081
H  1.344  1.284  6.248  0.077
H  1.869  0.993  4.584  0.060
H  0.562  -0.647  7.640  0.114
H  0.513  -3.089  7.973  0.101
H  1.086  -4.608  6.107  0.099
H  1.723  -3.666  3.909  0.099
H  1.793  -1.215  3.589  0.081
H  -3.959  -3.894  1.143  0.095
H  -4.527  -4.951  -0.972  0.097
H  -3.161  -4.474  -2.996  0.103
H  -1.171  -3.001  -2.814  0.116
O  -0.451  2.076  -3.244  0.056
C  -0.607  1.425  -2.220  -0.504
N  0.328  0.930  -1.406  -0.116
C  1.727  1.207  -1.619  -0.129
C  2.516  0.281  -0.727  -0.238
C  3.904  0.304  -0.668  -0.006
C  4.563  -0.590  0.153  -0.048
C  3.823  -1.504  0.894  -0.046
C  2.450  -1.456  0.803  -0.131
N  1.814  -0.580  0.021  -0.074
C  -2.010  1.114  -1.720  -0.179
C  -3.111  1.498  -2.461  0.007
C  -4.377  1.274  -1.944  -0.045
C  -4.496  0.687  -0.694  -0.040
C  -3.348  0.313  -0.017  -0.096
N  -2.129  0.504  -0.523  -0.009
H  1.956  2.252  -1.378  0.132
H  2.006  1.047  -2.666  0.137
H  4.446  1.026  -1.263  0.122
H  5.643  -0.581  0.214  0.111
H  4.299  -2.231  1.537  0.109
H  1.810  -2.130  1.359  0.111
H  -2.934  1.971  -3.416  0.125
H  -5.257  1.561  -2.503  0.112
H  -5.461  0.516  -0.239  0.109
H  -3.396  -0.151  0.958  0.110
O  0.182  3.991  -0.160  -0.525
S  -1.045  3.514  0.545  0.819
C  -1.129  4.434  2.102  -0.333
C  -1.657  5.817  1.755  -0.238
C  -2.847  5.576  0.826  -0.230
C  -2.433  4.480  -0.163  -0.298
H  -0.120  4.409  2.509  0.090
H  -1.795  3.889  2.777  0.090
H  -0.879  6.383  1.240  0.114
H  -1.946  6.373  2.648  0.111
H  -3.147  6.484  0.303  0.109
H  -3.705  5.240  1.413  0.108
H  -2.013  4.872  -1.090  0.097
H  -3.244  3.793  -0.405  0.069

Calculated values
HOMO-LUMO gap (spin up / spin down)   7.39 / 6.85 eV
Electronic energy   -3027.61478 a.u.
Spin multiplicity   2
Energy above the lowest of the compared OMol25 structures with the same formula, charge and spin   0.1 kJ/mol

---

4.
The following is a quantum chemistry calculation of a 3-piece molecular cluster, C5H17NO2 overall, from OMol25.

Each line ends with the natural charge from an NBO analysis.
Cartesian coordinates (Å):
C  -0.511  -0.543  1.470  -0.290
C  -0.342  -0.004  0.059  -0.259
C  0.981  -0.346  -0.660  -0.617
C  -0.655  1.472  0.031  -0.406
C  -0.720  2.048  -1.401  -0.601
N  -0.185  -1.951  1.649  -0.299
H  -0.195  -0.022  2.374  0.293
H  -1.636  -0.417  1.605  0.343
H  -1.202  -0.511  -0.516  0.244
H  0.912  -0.180  -1.726  0.247
H  1.878  0.198  -0.460  0.243
H  1.181  -1.495  -0.553  0.173
H  0.175  1.953  0.664  0.233
H  -1.559  1.617  0.441  0.202
H  -0.867  3.148  -1.311  0.243
H  0.172  1.771  -1.938  0.205
H  -1.658  1.588  -1.984  0.213
H  -0.336  -2.467  0.757  0.409
H  -0.854  -2.339  2.283  0.410
H  -0.668  -2.336  -2.835  0.484
H  -0.282  -2.555  -1.454  0.438
O  -1.076  -2.624  -1.994  -0.916
H  2.028  0.735  1.858  0.442
H  3.176  1.623  1.665  0.483
O  2.241  1.638  1.974  -0.919

Calculated values
HOMO-LUMO gap (spin up / spin down)   11.23 / 5.55 eV
Electronic energy   -405.54459 a.u.
Spin multiplicity   2
Energy above the lowest of the compared OMol25 structures with the same formula, charge and spin   210.9 kJ/mol
Total charge   +1